Record 1
Density functional theory data (ωB97M-V/def2-TZVPD) for a structure of composition C12H36LiO6S4 at a distorted geometry.

- HOMO level (eV) = -11.19
- charge = +1
- Kohn-Sham gap (eV) = 9.148
- E_tot (eV) = -68845.0381

Structure (XYZ):
```
59
Properties=species:S:1:pos:R:3:forces:R:3:lowdin_charge:R:1
S 2.6596 2.4872 0.1303 -3.058 0.334 0.815 0.9183
S 1.9267 -1.1270 -1.4469 -2.125 0.004 0.678 0.9598
S -1.4900 1.8924 -2.7090 -0.014 -1.527 -0.123 0.9493
S -2.6585 -3.7557 0.3650 0.841 -2.534 -2.065 0.8575
O 1.0942 -0.3253 -0.4261 4.550 -4.420 -2.407 -0.6976
O -2.2050 -4.6250 -0.8265 -0.753 1.518 1.585 -0.5537
O -1.3587 0.1249 1.6604 -0.419 -1.198 1.218 -0.1836
O 2.9814 0.4416 3.4637 -12.685 6.146 1.228 0.0803
O 1.4370 1.7616 0.6845 0.984 0.890 -0.490 -0.5941
O -0.6890 1.0553 -1.7089 -0.629 1.023 -0.804 -0.6389
C -2.5303 0.6292 -3.5660 0.595 2.665 1.548 -0.1739
C 2.8321 0.1371 -2.2700 1.453 -1.930 -3.206 -0.2600
C 1.2461 -1.1997 3.1632 -0.529 0.345 -1.823 -0.0648
C -1.4234 -2.5790 0.6480 -4.436 5.428 -1.605 -0.3189
C 3.0251 3.5541 1.4929 -3.678 4.925 -4.622 -0.2255
C -3.6875 -0.1897 1.0432 -0.456 -0.958 -1.673 -0.0968
C -2.6791 0.6988 1.6024 0.737 0.160 2.506 -0.3366
C 2.6363 -0.7753 3.6593 -2.950 -5.275 5.189 -0.4073
C 1.9298 3.8189 -0.8984 -1.027 -0.308 -0.764 -0.2251
C -0.3249 2.2360 -4.0469 -4.136 -6.186 -1.715 -0.1897
C -2.2661 -4.7217 1.8292 -3.605 0.337 -0.021 -0.2407
C 0.6170 -1.5845 -2.6344 0.238 -0.332 2.680 -0.1881
Li -0.0639 0.5129 0.0235 -2.627 2.687 1.603 0.5018
H -0.0169 -2.1192 -1.8610 0.223 0.471 -1.517 0.0625
H 2.5516 4.6692 -1.0634 1.307 0.074 -0.840 0.0446
H -2.4715 -4.0717 2.6705 0.399 0.158 0.416 0.0496
H -3.3066 -0.2022 -0.0179 -1.199 -1.020 0.496 0.0854
H -0.8453 2.5543 -4.9268 -0.170 0.072 -0.527 0.0782
H 2.8091 -0.9550 4.8603 -1.350 -0.212 -2.103 0.1652
H 0.1877 2.9073 -3.6454 4.874 5.987 2.807 -0.0682
H -2.7691 0.0966 -2.7114 -0.313 -1.950 1.399 0.0147
H 0.5352 -0.5399 3.6732 -0.197 -0.234 -0.151 0.0630
H 1.1758 4.3486 -0.3604 -0.909 -0.315 1.227 0.0508
H 0.1386 -0.7566 -3.1189 -0.148 0.385 0.140 0.0214
H -3.4193 1.1650 -3.7294 -1.243 0.556 -1.214 0.0398
H 3.3347 -1.4456 3.3391 2.034 -1.978 -1.612 0.0792
H -2.0895 0.1132 -4.3570 0.648 -0.747 -1.176 0.0523
H -1.4918 -0.5904 2.3857 1.119 2.026 -1.872 0.1139
H 3.4628 -0.1426 -3.2437 -1.258 -0.065 2.340 0.1376
H 3.4800 3.0782 2.1632 4.868 -3.886 5.050 -0.0474
H -1.3400 -5.2082 1.8393 1.341 -0.565 -0.209 0.0486
H -3.1496 -5.4047 1.8373 1.043 -0.100 0.118 0.0687
H 1.1005 -0.9978 1.9743 0.628 -0.482 2.800 0.0988
H -3.6840 -1.2357 1.5584 -0.519 1.996 -1.139 0.1031
H 1.3561 3.4777 -1.8036 1.255 -0.073 0.711 0.0522
H 3.7603 0.4104 3.2883 14.666 0.463 -3.347 -0.0476
H -0.5561 -2.8935 0.9009 6.001 -2.918 1.212 -0.0132
H -1.7200 -1.9937 1.5634 -0.095 -0.855 -1.349 0.0390
H 2.1259 3.8113 2.0860 -0.234 0.069 -1.163 0.1025
H 3.4886 4.4698 1.0662 0.146 -0.625 0.820 0.0846
H -4.6389 0.4137 1.0953 0.589 -1.277 -0.117 0.1135
H 2.1014 0.7839 -2.6358 -0.999 1.743 -0.062 0.0067
H -2.9316 0.7494 2.6592 -0.192 1.404 0.195 0.1213
H -1.2856 -1.8117 -0.2252 -0.641 -1.500 1.613 0.0880
H 3.4701 0.4484 -1.5027 1.007 1.155 0.790 -0.0026
H 0.9889 -2.2793 3.3804 0.503 1.210 -0.125 0.0891
H -2.6682 1.6414 1.0583 0.301 0.143 0.376 0.1285
H 0.2434 1.2979 -4.1350 -0.171 0.420 -0.425 0.0696
H 1.0640 -2.2559 -3.2937 0.413 -1.324 -1.299 0.0348
```
Forces are in eV/Å.

---

Record 2
Density functional theory data (ωB97M-V/def2-TZVPD) for a cluster of 12 separate species, C12H36N12O24 in total at a distorted geometry.

- energy above the lowest of the compared OMol25 structures with the same formula, charge and spin (eV) = 0.156
- HOMO level (eV) = -10.82
- SMILES = C[N+](=O)[O-].C[N+](=O)[O-].C[N+](=O)[O-].C[N+](=O)[O-].C[N+](=O)[O-].C[N+](=O)[O-].C[N+](=O)[O-].C[N+](=O)[O-].C[N+](=O)[O-].C[N+](=O)[O-].C[N+](=O)[O-].C[N+](=O)[O-]
- charge = 0
- Kohn-Sham gap (eV) = 10.144
- E_tot (eV) = -80015.9604

Structure (XYZ):
```
84
Properties=species:S:1:pos:R:3:forces:R:3:lowdin_charge:R:1
O 3.8920 -3.6774 1.5393 0.200 0.036 -0.026 0.0811
O 1.2359 5.9666 1.3706 0.070 -0.215 -0.037 0.0526
O 2.0645 4.1524 -4.7242 0.288 -0.234 -0.038 0.0515
O -2.5844 2.9676 4.1514 0.093 -0.103 0.097 0.0878
O -6.6896 -0.3125 -0.5042 0.079 0.024 -0.013 0.0758
O -6.3354 -2.3864 -0.9557 0.062 -0.070 -0.068 0.0549
O -3.3154 1.9073 -1.2321 0.606 -0.353 0.231 0.0401
O -1.7766 -2.7842 -2.4379 0.126 -0.123 -0.023 0.0466
O 2.1129 -1.7410 -2.0206 0.012 -0.047 0.317 0.0456
O 3.0397 -2.3046 4.3193 -0.128 0.132 0.102 0.0334
O -1.1146 -4.6896 -3.1792 0.209 -0.354 -0.357 0.0755
O 4.6293 -0.8924 4.6245 0.184 0.221 0.272 0.0973
O -1.1981 1.3397 3.8625 0.127 -0.094 0.121 0.0368
O -0.2374 1.7269 -0.6980 -0.156 0.086 -0.080 0.0195
O 3.8539 3.0311 -5.2138 -0.393 0.124 0.225 0.0730
O 2.8500 1.1957 0.2747 -0.268 0.581 0.403 0.0584
O 1.7714 -3.3534 1.4342 -0.278 0.220 -0.140 0.0320
O -3.9427 1.0119 -3.0715 0.176 -0.778 -0.244 0.0838
O 1.5007 2.2596 1.5963 0.642 -0.064 -0.330 0.0402
O -2.8860 -0.9808 2.3563 -0.039 0.392 0.073 0.0737
O -2.1371 -2.8202 1.5851 0.314 -0.441 -0.222 0.0388
O 2.9337 -1.2708 -3.9498 0.064 0.172 -0.079 0.0714
O -0.6977 5.5928 2.2390 -0.097 -0.106 0.347 0.0887
O 0.0890 0.2831 -2.2545 -0.242 0.185 -0.492 0.0657
N -1.9135 2.2371 3.4580 -0.066 0.271 0.019 -0.4335
N -2.1854 -1.9621 2.4401 -0.309 0.193 0.088 -0.4236
N -0.1828 0.5846 -1.1168 0.755 -0.002 0.146 -0.3915
N 2.2488 -1.9398 -3.2068 0.026 0.018 -0.279 -0.4406
N 3.6337 -1.2677 4.0648 -0.046 -0.378 -0.452 -0.4277
N 2.8994 3.2885 -4.5069 -0.205 0.334 -0.018 -0.4450
N 2.7577 -3.8978 1.8877 -0.008 -0.092 0.172 -0.4580
N 0.0933 5.5487 1.3298 0.076 0.195 -0.066 -0.4379
N -1.4996 -3.9652 -2.2979 -0.386 0.412 0.195 -0.4380
N -5.9610 -1.2670 -0.6671 -0.078 0.000 0.320 -0.4417
N -3.1702 1.6690 -2.4192 -1.150 1.658 -0.333 -0.4236
N 2.4661 2.2093 0.8445 -0.300 -0.511 -0.038 -0.4139
C -0.3942 4.9987 0.0495 0.137 0.260 -1.026 0.0306
C -2.1415 2.4533 -3.1721 0.657 -0.589 0.403 0.0529
C -1.9879 2.4218 1.9948 0.341 -1.056 -0.405 0.0338
C -1.6682 -4.5117 -0.9326 0.400 0.138 0.300 0.0518
C 2.5079 -4.9111 2.9456 0.299 -0.384 -0.246 0.0386
C 3.1825 3.4836 0.5772 -0.053 -0.019 -0.109 0.0600
C -1.3763 -2.1416 3.6673 0.151 -0.129 0.100 0.0703
C -0.3709 -0.5136 -0.1606 0.030 -1.005 0.040 0.0568
C 1.4914 -3.0720 -3.7886 -0.240 -0.114 -0.214 0.0447
C 2.7104 2.4648 -3.2807 1.078 -0.248 0.099 0.0431
C 3.1505 -0.4855 2.8929 -0.106 0.133 0.154 0.0377
C -4.5025 -1.0633 -0.5119 0.739 -0.837 -0.515 0.0161
H -2.7210 -4.4462 -0.6852 -0.063 -0.037 0.039 0.1043
H -1.4734 5.0674 0.0481 -0.073 -0.206 0.047 0.1015
H -2.2392 1.4306 1.6109 -0.518 0.209 -0.016 0.0779
H -0.0320 3.9915 -0.1407 -0.099 -0.168 0.547 0.0586
H -1.5471 -1.2822 4.3008 0.019 0.044 0.067 0.0894
H 2.0770 -0.6045 2.8221 -0.027 -0.132 -0.083 0.0850
H 0.4542 -2.7538 -3.8756 -0.024 -0.014 0.272 0.0838
H 3.5743 3.8707 1.5115 -0.143 -0.018 0.121 0.1100
H 2.2154 1.5517 -3.5945 -0.211 0.002 0.184 0.0885
H 0.1960 -0.2937 0.7371 -0.286 0.313 0.181 0.0980
H -2.7065 3.1897 1.7647 -0.029 0.118 -0.099 0.1015
H -0.3323 -2.2406 3.3775 -0.020 0.040 -0.106 0.0916
H -1.2657 -5.5140 -0.8642 -0.162 -0.120 -0.290 0.1000
H 1.8470 -3.3005 -4.7849 0.312 0.087 0.027 0.1001
H -1.7257 3.1690 -2.4766 0.008 0.109 -0.039 0.0795
H 3.4057 0.5556 3.0443 0.159 0.000 0.049 0.0891
H 2.2108 3.0230 -2.5019 -0.504 0.095 -0.264 0.0777
H 2.0382 -5.7553 2.4452 -0.296 0.123 0.081 0.1022
H 1.8747 -4.4291 3.6756 -0.113 -0.145 0.114 0.0822
H 3.7123 2.2209 -2.9283 -0.084 -0.183 -0.138 0.0999
H -0.9889 2.5526 1.5868 0.055 0.499 0.314 0.0576
H -1.4390 -0.6682 -0.0195 -0.029 0.292 0.270 0.0893
H 2.4256 4.1588 0.1895 0.145 0.177 0.035 0.0735
H -2.5858 2.9041 -4.0479 -0.286 -0.046 0.007 0.1034
H 0.0309 -1.4186 -0.6088 0.061 0.147 -0.157 0.0786
H 3.6638 -0.9004 2.0291 -0.083 0.004 -0.072 0.1001
H -1.0952 -3.8528 -0.2898 -0.120 0.065 0.151 0.0705
H 0.0299 5.6013 -0.7528 -0.068 0.209 0.149 0.1058
H -1.3729 1.7390 -3.4627 -0.001 0.093 -0.099 0.0820
H -4.2813 -0.1211 -0.0393 -0.152 0.216 -0.119 0.0718
H -1.7039 -3.0766 4.1140 -0.032 0.039 0.066 0.1073
H -4.0793 -1.1820 -1.5127 -0.157 0.568 -0.050 0.0890
H 3.4496 -5.2551 3.3551 0.103 0.297 0.081 0.1001
H -4.0447 -1.9011 0.0116 -0.515 0.027 0.411 0.0701
H 3.9805 3.2981 -0.1292 -0.018 -0.107 -0.073 0.0966
H 1.6027 -3.9104 -3.1117 -0.143 -0.036 0.020 0.0980
```
Forces are in eV/Å.

---

Record 3
Density functional theory data (ωB97M-V/def2-TZVPD) for a cluster of 3 separate species, C12H36N2O5SSi2 in total.

- HOMO level (eV) = -8.61
- SMILES = CCSC[SiH2]O[SiH2]COO.COC[C@@H](C)N.COC[C@@H](C)N
- charge = 0
- Kohn-Sham gap (eV) = 9.290
- E_tot (eV) = -52834.0684

Structure (XYZ):
```
58
Properties=species:S:1:pos:R:3:forces:R:3:lowdin_charge:R:1
S -0.0579 3.6746 -1.2685 -0.138 -0.093 0.016 0.7768
Si 1.2009 -0.0502 -2.7258 0.085 -0.020 -0.137 0.5634
Si 0.6131 0.9967 0.0250 0.039 -0.051 -0.063 0.4530
O 1.5768 0.4433 -1.1934 -0.149 -0.006 0.010 -0.4491
O -0.9266 -1.4074 -3.8219 0.106 -0.195 0.002 -0.2140
O 0.0158 -1.7108 -4.8784 -0.110 0.122 0.187 -0.0583
O -3.4592 2.4308 2.1581 -0.053 -0.017 -0.009 -0.2139
O 4.1195 -4.4425 0.1774 0.027 -0.007 -0.035 -0.1850
N 3.9653 -4.0922 -2.7299 -0.025 -0.027 0.035 0.0442
N -3.5793 -0.4928 2.3642 0.027 0.018 -0.013 0.0435
C -4.6656 3.1634 2.2595 0.008 0.005 -0.007 -0.1009
C 5.3693 -4.5272 0.8292 -0.007 0.046 0.038 -0.1099
C -1.5700 4.6723 -1.1684 0.001 -0.055 -0.078 -0.5491
C -1.9666 5.0112 0.2668 -0.005 -0.029 -0.122 -0.1610
C -0.1252 -1.4026 -2.6409 0.007 -0.106 -0.056 -0.3040
C 4.3413 -3.0020 -1.8313 -0.046 0.022 -0.064 -0.4402
C -0.7301 2.1182 -0.6278 0.068 0.072 0.092 -0.6309
C -3.7101 0.3764 3.5321 0.044 -0.066 0.008 -0.4372
C 3.8169 -3.1877 -0.4043 0.020 -0.014 0.016 -0.2066
C -3.0585 1.7479 3.3340 0.041 0.018 -0.047 -0.2004
C -5.1744 0.4332 3.9507 -0.001 0.008 -0.026 -0.0676
C 5.8473 -2.7854 -1.9184 -0.005 -0.019 0.022 -0.0648
H 4.2688 -4.9714 -2.3223 0.004 0.003 -0.005 0.0712
H -2.3539 4.0908 -1.6596 -0.030 0.128 -0.028 0.0701
H -3.1469 -0.0964 4.3447 -0.023 0.025 0.018 0.1367
H -1.0823 5.1558 0.8896 -0.036 0.090 -0.050 0.0709
H 6.3855 -3.7246 -1.7815 0.001 0.004 0.012 0.0660
H 2.4410 -0.5538 -3.3402 0.020 0.015 0.045 -0.0186
H -1.4046 5.5598 -1.7823 0.132 -0.026 0.116 0.0643
H 5.6077 -3.5916 1.3475 -0.008 -0.015 0.019 0.0890
H -1.3360 1.6286 -1.3972 0.009 -0.037 0.050 0.0411
H 1.4515 1.7137 0.9999 0.010 -0.010 0.018 -0.0161
H -3.9566 -0.0151 1.5516 -0.009 -0.004 0.004 0.0704
H 6.1083 -2.4012 -2.9035 0.007 -0.020 -0.005 0.0763
H 5.2974 -5.3275 1.5644 0.011 -0.007 -0.008 0.0865
H 0.3289 -2.3934 -2.5034 -0.093 0.015 0.028 0.0821
H 0.6532 1.0674 -3.5221 -0.024 0.020 0.037 -0.0036
H 2.7250 -3.1341 -0.4287 -0.004 -0.015 0.006 0.1181
H -0.0473 -0.1612 0.6819 0.012 0.009 -0.001 -0.0220
H -4.7923 3.5813 3.2633 0.010 0.009 -0.006 0.0941
H -5.8146 0.6815 3.1032 0.001 0.009 0.008 0.0656
H -5.3388 1.1753 4.7339 0.001 -0.007 0.007 0.0788
H -0.4163 -1.2564 -5.6114 0.024 0.042 -0.123 0.1024
H -1.9808 1.5993 3.2267 0.006 0.024 -0.006 0.1203
H 4.1794 -2.3771 0.2424 -0.016 0.012 -0.014 0.1200
H -5.5391 2.5520 2.0225 -0.001 -0.003 0.019 0.0780
H -2.6013 -0.6683 2.1602 0.002 -0.011 0.006 0.0605
H 6.1942 -2.0774 -1.1636 0.000 0.007 -0.007 0.0791
H -2.5380 4.1853 0.6869 0.016 0.075 0.163 0.0291
H 3.8501 -2.0978 -2.2062 0.032 0.030 0.025 0.1033
H 6.1867 -4.7553 0.1407 -0.008 -0.002 -0.013 0.0738
H -3.2252 2.3878 4.2106 -0.008 -0.024 0.011 0.1214
H 2.9560 -4.1556 -2.8078 0.002 0.022 -0.024 0.0667
H -4.6115 3.9826 1.5431 -0.017 0.003 0.003 0.0775
H -2.5728 5.9197 0.3062 -0.035 -0.097 -0.003 0.0731
H -1.3809 2.3172 0.2328 0.009 0.034 -0.050 0.0227
H -0.8480 -1.2659 -1.8308 0.078 0.098 -0.008 0.0871
H -5.4898 -0.5411 4.3207 -0.009 -0.001 -0.013 0.0766
```
Forces are in eV/Å.